Record 1
Molecular formula: C29H39BrF3N4O12S
Method: DFT, ωB97M-V with the def2-TZVPD basis set

**E_HOMO**: -11.1 eV
**Strongest force on any atom**: 1.27 eV/Å
**E_tot**: -150256.2613 eV
**Charge**: +1

The geometry in XYZ format:
```
89
Properties=species:S:1:pos:R:3:forces:R:3:mulliken_charge:R:1
C -5.7500 -0.6155 0.4107 0.39 -0.45 0.08 -1.178
C -4.5807 -1.4748 0.9341 0.22 0.64 0.24 -0.022
C -3.9640 -2.2731 -0.1707 -0.33 0.05 0.68 0.188
O -4.5091 -3.1504 -0.7401 -0.29 -0.66 -0.62 -0.505
O -2.6652 -1.9188 -0.5154 0.51 0.52 0.05 -0.136
C -2.6041 -0.9263 -1.5443 -0.23 -0.45 -0.21 0.110
C -1.4141 -1.2393 -2.4488 -0.46 0.04 -0.27 -1.618
N -0.2507 -0.3570 -2.2682 0.67 -0.15 0.20 0.345
C 0.2156 -0.1900 -0.9789 -0.72 0.15 0.09 -0.743
N 0.9346 -1.0408 -0.3017 -0.11 -0.44 0.02 0.205
S 1.5302 -0.6543 1.2859 0.09 -0.10 0.38 0.062
C 1.3211 -2.3684 -0.8460 -0.06 -0.01 0.10 -1.305
C 0.2557 -3.4692 -0.7368 0.59 0.38 -0.45 0.582
C 0.6054 -4.6805 0.1200 0.40 0.43 -0.11 -0.464
O -0.1829 -5.5569 0.2046 -0.82 -0.83 0.13 -0.437
N 1.8369 -4.7195 0.8318 -0.11 0.34 0.34 -0.289
C 1.8190 -3.9526 2.0367 0.30 0.05 0.20 0.179
C 0.6301 -3.4628 2.5871 0.03 0.17 0.44 -0.476
C 0.6523 -2.7288 3.7823 0.98 -0.38 -0.43 -0.701
C 1.8727 -2.4722 4.4093 -0.36 -0.06 -0.23 -0.561
C 3.0637 -2.9510 3.8559 -0.47 -0.18 -0.50 -0.516
C 3.0389 -3.6927 2.6765 -0.52 0.33 0.31 -0.083
N -0.0903 1.0488 -0.4869 0.09 -0.17 0.16 -0.048
O -0.8830 1.1702 0.6677 0.07 0.39 0.03 0.256
C -0.3141 1.9664 -1.5653 0.64 -0.13 0.16 -0.250
Br 1.4322 2.9283 -1.7679 -0.22 0.10 0.12 -0.017
C -1.4762 2.8998 -1.3871 -0.10 0.40 -1.20 -0.124
C -1.5111 4.0207 -2.4496 0.22 0.17 0.14 -1.147
C -1.0634 5.3824 -1.9188 -0.28 0.05 -0.44 0.027
C -1.4533 6.5075 -2.8823 0.15 0.23 0.48 -0.830
O -0.2849 7.2705 -3.2294 0.12 -0.57 -0.02 -0.374
C -0.2145 7.5500 -4.5718 0.07 0.06 0.13 0.647
C 0.7293 6.6930 -5.3441 0.41 0.17 -0.10 -0.878
O -0.8710 8.4079 -5.0620 -0.52 0.49 -0.25 -0.504
C -0.3542 0.9944 -2.8054 0.37 0.49 -0.48 0.240
F -1.4489 1.1704 -3.5854 -0.48 -0.22 0.34 -0.367
H -5.5458 -0.2876 -0.6031 -0.12 0.21 -0.15 0.318
H -6.6504 -1.2144 0.4101 -0.24 0.01 -0.15 0.335
H -5.8924 0.2470 1.0480 -0.11 0.15 0.09 0.353
H -3.8119 -0.8458 1.3779 0.07 0.11 0.05 -0.009
H -4.9377 -2.1357 1.7158 -0.01 -0.25 0.03 0.451
H -2.5723 0.0775 -1.1193 0.13 0.10 0.10 0.041
H -3.5087 -0.9853 -2.1463 -0.13 -0.05 -0.09 0.641
H -1.1481 -2.2764 -2.3226 0.19 -0.09 0.07 0.341
H -1.7336 -1.1397 -3.4779 0.17 0.13 -0.21 0.593
H 2.1804 0.4709 0.9241 -0.13 0.03 -0.22 0.178
H 2.1890 -2.6470 -0.2672 0.18 0.09 0.13 0.934
H 1.6723 -2.2078 -1.8604 -0.22 0.09 -0.25 0.187
H -0.6946 -3.0697 -0.4007 -0.13 -0.05 0.25 -0.113
H 0.0641 -3.8590 -1.7327 -0.07 -0.20 -0.11 0.611
H 2.6329 -4.4805 0.2555 0.13 -0.14 0.06 0.439
H -0.3331 -3.6674 2.1414 -0.03 -0.15 -0.12 0.545
H -0.2689 -2.3690 4.2081 -0.16 0.02 0.09 0.470
H 1.8752 -1.9248 5.3388 0.12 0.08 0.09 0.410
H 4.0117 -2.7647 4.3329 0.11 -0.03 0.10 0.476
H 3.9593 -4.0781 2.2697 0.11 -0.05 -0.07 0.291
H -0.9502 0.2922 1.0716 0.16 -0.12 -0.03 0.285
H -2.3778 2.3105 -1.5421 -0.14 -0.19 0.40 0.181
H -1.4822 3.3615 -0.4126 0.05 -0.26 0.29 0.355
H -0.9053 3.7540 -3.3123 0.06 -0.05 -0.19 0.222
H -2.5246 4.1358 -2.8222 -0.22 -0.15 0.03 0.610
H -1.5433 5.5481 -0.9590 0.07 0.08 0.23 0.109
H 0.0117 5.4458 -1.8065 0.18 -0.13 0.25 0.274
H -2.1620 7.1707 -2.3955 -0.18 0.15 -0.15 0.262
H -1.9081 6.1115 -3.7876 -0.11 -0.04 -0.14 0.498
H 0.9767 7.2067 -6.2641 0.01 -0.01 -0.20 0.345
H 0.2506 5.7500 -5.5944 -0.08 -0.18 0.07 0.219
H 1.6366 6.5013 -4.7841 0.09 -0.14 0.16 0.329
H 0.5038 1.1640 -3.4449 0.07 0.12 -0.09 0.627
C -2.4273 2.7613 2.9743 0.11 -0.20 0.08 -0.008
C -2.3545 4.1787 2.4522 -0.26 0.06 -0.02 0.381
O -3.3325 4.8380 3.2172 0.27 -0.01 0.12 -0.346
C -3.4443 4.1755 4.4137 -0.11 -0.03 0.03 0.523
O -3.9841 4.5952 5.3716 -0.05 -0.01 -0.03 -0.453
O -2.8271 2.9639 4.3272 0.02 0.05 -0.14 -0.374
F -2.6920 4.2558 1.1306 -0.06 0.04 0.19 -0.382
H -3.1923 2.1862 2.4474 -0.03 0.10 -0.10 0.120
H -1.4770 2.2361 2.9256 0.02 0.05 0.20 0.143
H -1.3883 4.6653 2.5970 0.02 0.03 -0.17 0.317
C 7.4883 -7.0074 1.7787 0.11 -0.16 0.06 -0.432
C 7.6010 -5.7267 0.9818 -0.19 -0.05 -0.10 0.299
O 6.5937 -4.9169 1.5691 0.23 0.06 0.13 -0.300
C 6.4369 -5.3305 2.8621 -0.06 -0.14 0.07 0.667
O 5.8545 -4.7192 3.6932 -0.03 0.05 -0.05 -0.475
O 7.0335 -6.5246 3.0494 0.05 0.05 -0.12 -0.315
F 7.3156 -5.9080 -0.3295 -0.06 0.03 0.05 -0.278
H 6.7379 -7.6746 1.3536 -0.02 0.07 -0.09 0.280
H 8.4298 -7.5386 1.8819 0.00 0.07 0.19 0.272
H 8.5629 -5.2201 1.0688 0.01 0.01 -0.12 0.286
```
Positions in Å, forces in eV/Å.


Record 2
Molecular formula: C29H39GeN6RuS
Method: DFT, ωB97M-V with the def2-TZVPD basis set

**ΔE to the lowest compared entry with this formula, charge and spin**: 61.5 kJ/mol
**E_HOMO (alpha / beta)**: -9.3 / -9.3 eV
**Strongest force on any atom**: 0.55 eV/Å
**E_tot**: -109574.6663 eV
**Charge**: +1

The geometry in XYZ format:
```
77
Properties=species:S:1:pos:R:3:forces:R:3:mulliken_charge:R:1
Ru -0.2891 0.0628 -0.2037 -0.38 -0.17 0.37 -0.251
N -2.1132 0.1144 -1.2192 -0.13 -0.17 0.31 -0.330
C -2.0024 0.6023 -2.6153 0.10 -0.01 0.04 -0.367
C -0.8846 1.6185 -2.6429 -0.03 -0.04 0.05 -0.532
N 0.2931 0.9236 -2.0781 0.12 0.10 -0.02 -0.165
H -2.6372 -0.7562 -1.1841 0.06 -0.03 -0.01 0.400
H -2.6713 0.7853 -0.6851 -0.02 -0.04 -0.01 0.195
H -2.9511 1.0162 -2.9559 0.01 0.04 0.00 0.507
H -1.7447 -0.2392 -3.2621 -0.03 0.02 0.00 0.172
H -1.1173 2.4564 -1.9852 0.01 0.02 -0.06 0.089
H -0.7027 1.9880 -3.6530 -0.01 -0.01 -0.01 0.565
H 1.0864 1.5585 -2.0444 -0.05 0.06 0.12 0.350
H 0.5625 0.1669 -2.7056 0.06 0.02 0.02 0.013
C -1.1733 -0.2456 5.7233 0.02 0.00 -0.01 -1.085
N -1.3260 -0.7750 4.3802 -0.08 0.01 0.01 -0.175
C -0.6800 -0.3210 3.3078 0.00 -0.10 -0.10 0.947
N 0.1522 0.6993 3.4571 -0.03 0.14 -0.01 -0.133
S -0.9081 -1.1723 1.8294 -0.04 0.19 -0.25 -0.577
H -1.8402 -0.7884 6.3857 0.01 -0.01 0.00 0.348
H -1.4467 0.8109 5.7640 -0.01 0.00 0.00 0.343
H -0.1506 -0.3729 6.0827 0.00 0.01 0.00 0.340
H -1.9583 -1.5407 4.2193 0.01 -0.01 0.01 0.267
H 0.1866 1.2261 4.3148 0.01 -0.02 0.00 0.302
H 0.5865 1.1238 2.6492 0.03 -0.04 -0.04 -0.141
C -4.8336 3.3597 0.7179 0.02 -0.02 0.00 -0.730
C -3.8084 4.1513 0.2104 0.00 0.00 0.00 -0.821
C -2.5050 3.6863 0.1858 -0.05 0.00 -0.04 -0.429
C -2.1788 2.4186 0.6919 0.06 0.12 -0.07 -1.000
C -3.2175 1.6341 1.2026 -0.03 0.01 0.11 0.142
C -4.5289 2.1001 1.2070 0.00 -0.01 0.00 -0.665
N -0.8699 1.9237 0.6121 0.17 0.01 -0.36 1.997
C 0.1734 2.6948 1.0487 0.03 -0.08 0.21 -0.112
C 1.4902 2.2624 0.7898 -0.05 0.03 0.17 0.950
C 2.5993 2.8860 1.3555 0.02 -0.06 -0.07 -0.765
C 2.4443 3.9796 2.1844 -0.05 0.05 0.00 -0.705
C 1.1488 4.4301 2.4472 0.04 -0.02 -0.01 -0.829
C 0.0394 3.8098 1.9095 0.00 0.04 -0.04 -0.608
H -5.8519 3.7233 0.7296 0.00 0.00 0.00 0.415
H -4.0280 5.1367 -0.1808 -0.01 0.00 0.00 0.410
H -1.7161 4.3083 -0.2220 -0.01 -0.01 0.01 0.530
H -2.9828 0.6568 1.6098 0.01 0.00 -0.02 0.284
H -5.3123 1.4704 1.6101 -0.01 0.01 0.00 0.439
H 1.6497 1.4053 0.1426 0.08 -0.14 -0.13 -0.578
H 3.5904 2.5089 1.1316 -0.01 -0.01 0.01 0.450
H 3.3014 4.4759 2.6166 0.00 0.00 0.00 0.426
H 1.0029 5.2809 3.1016 0.00 0.00 0.00 0.388
H -0.9478 4.1694 2.1655 0.02 0.00 0.01 0.462
N 6.8598 -1.9581 2.8308 0.00 0.01 0.00 -0.470
C 5.8702 -1.9332 2.2485 -0.03 -0.01 -0.02 -0.128
C 4.6261 -1.9010 1.5263 0.03 -0.01 0.03 0.531
C 3.6430 -2.8520 1.7931 0.02 -0.02 0.01 -0.880
C 2.4405 -2.8090 1.1151 -0.05 0.04 0.06 -0.407
C 2.2065 -1.8184 0.1582 -0.02 -0.11 0.11 0.548
C 3.2047 -0.8825 -0.1147 0.02 -0.07 -0.03 0.193
C 4.4080 -0.9186 0.5650 -0.01 0.01 -0.02 -0.830
C 0.9284 -1.7765 -0.5120 0.11 0.19 -0.25 -0.490
C -0.0981 -2.0243 -1.1462 0.15 0.16 -0.21 0.029
H 3.8262 -3.6164 2.5356 0.00 0.00 0.00 0.485
H 1.6642 -3.5295 1.3331 0.00 0.00 0.00 0.569
H 3.0467 -0.1363 -0.8800 -0.03 0.08 -0.05 0.345
H 5.1825 -0.1947 0.3523 0.00 0.00 -0.01 0.518
C 1.0749 -4.9365 -3.0466 0.01 0.01 0.02 -1.127
Ge 0.0783 -3.3839 -3.6619 0.00 -0.01 0.01 0.413
C -1.2090 -3.7974 -5.0626 0.00 -0.02 -0.01 -1.233
C 1.3172 -1.9792 -4.2286 0.01 0.02 -0.01 -0.855
C -0.9681 -2.7236 -2.0901 -0.10 -0.14 0.17 -0.916
H 1.6573 -5.3651 -3.8619 0.00 0.00 0.00 0.378
H 0.4018 -5.7042 -2.6652 0.00 0.00 0.00 0.383
H 1.7633 -4.6505 -2.2500 0.00 -0.01 0.00 0.324
H -0.6975 -4.1294 -5.9659 0.00 0.00 0.00 0.385
H -1.8016 -2.9167 -5.3136 0.00 0.00 -0.01 0.368
H -1.8867 -4.5897 -4.7451 0.00 0.00 0.00 0.382
H 2.1600 -2.4312 -4.7525 -0.02 0.01 -0.04 0.477
H 1.7294 -1.4564 -3.3633 0.02 -0.02 0.01 0.052
H 0.8483 -1.2650 -4.9080 -0.01 0.02 0.04 0.330
H -1.8129 -2.1267 -2.4303 0.03 -0.01 -0.03 0.341
H -1.3924 -3.6077 -1.6056 0.00 0.00 0.00 0.551
```
Positions in Å, forces in eV/Å.


Question: Among the records above, which one has the lowest strongest force on any atom?
Answer: C29H39GeN6RuS


Question: The lowest E_tot belongs to which entry?
Answer: C29H39BrF3N4O12S